Molecular formula: C30H40BrFeN7O4P2S2
Method: DFT, the ωB97M-V functional and the def2-TZVPD basis

Structure (XYZ):
```
87
Properties=species:S:1:pos:R:3:forces:R:3
Fe -0.1776 -0.0163 -0.3077 0.8 -0.2 0.2
O -4.4435 0.2446 2.8558 0.0 0.1 0.0
C -4.5849 -0.9420 2.2404 0.0 0.0 0.0
C -5.7392 -1.6766 2.5168 0.0 0.0 0.0
C -5.9704 -2.8803 1.8842 0.0 0.0 0.0
C -5.0452 -3.3977 0.9781 0.0 0.0 0.0
C -3.8859 -2.6945 0.7282 0.0 0.0 0.1
C -3.6353 -1.4668 1.3468 0.0 0.1 0.0
C -2.4145 -0.7328 0.9700 0.2 0.3 0.1
O -1.5046 -1.3236 0.3087 -0.3 -0.2 0.0
N -2.3430 0.5673 1.3189 0.0 -0.2 -0.1
N -1.2445 1.1153 0.7349 -0.4 0.0 -0.1
C -1.0521 2.3736 0.6463 0.2 0.2 0.1
C 0.1203 2.7438 -0.1585 -0.1 -0.1 0.1
C 0.4689 4.0559 -0.4183 0.0 0.1 0.1
C 1.5689 4.3229 -1.2146 0.0 0.0 0.1
C 2.3029 3.2638 -1.7123 0.0 0.0 0.1
C 1.9001 1.9773 -1.4011 0.0 -0.1 0.0
N 0.8316 1.7024 -0.6573 -0.1 0.2 0.0
H -3.6883 0.7140 2.4278 0.0 -0.1 0.1
H -6.4467 -1.2686 3.2267 0.0 0.0 0.0
H -6.8875 -3.4191 2.0877 0.0 0.0 0.0
H -5.2341 -4.3370 0.4764 0.0 0.0 0.0
H -3.1412 -3.0737 0.0412 0.0 0.0 0.0
H -1.7249 3.0946 1.0975 0.0 0.1 -0.1
H -0.1445 4.8484 -0.0113 0.0 0.0 0.0
H 1.8496 5.3405 -1.4496 -0.1 0.0 0.0
H 3.1632 3.4239 -2.3457 0.0 0.0 0.0
H 2.4577 1.1242 -1.7664 0.0 0.0 -0.1
C 2.4654 -0.4206 4.3906 0.0 0.0 -0.2
N 2.5343 0.7978 3.5885 0.0 0.1 0.1
C 3.8086 0.8192 2.8774 -0.1 -0.1 0.0
N 4.0276 -0.3632 2.0473 0.2 0.0 0.0
C 3.9248 -1.5524 2.8885 -0.2 0.1 0.0
N 2.6560 -1.6426 3.6090 0.0 -0.1 0.0
C 1.5352 -1.8929 2.7060 -0.2 0.0 -0.2
P 1.3049 -0.5208 1.4683 0.3 0.8 -0.1
C 1.4014 0.8928 2.6718 -0.1 -0.1 0.0
C 3.0851 -0.4161 0.9327 -0.1 -0.1 0.0
H 1.4961 -0.4673 4.8896 0.0 0.0 0.0
H 3.2505 -0.3746 5.1470 0.0 0.0 0.0
H 4.6080 0.8626 3.6192 0.0 0.0 0.0
H 3.8570 1.7116 2.2508 0.0 0.0 0.0
H 4.7328 -1.5232 3.6213 0.0 0.0 0.0
H 4.0449 -2.4424 2.2676 0.0 0.0 0.0
H 0.6153 -2.0051 3.2838 0.0 0.0 0.0
H 1.7045 -2.8294 2.1686 0.0 0.0 0.0
H 0.4737 0.9398 3.2476 0.0 0.0 0.0
H 1.4758 1.8174 2.0949 0.0 0.0 0.0
H 3.1992 0.4871 0.3316 0.0 0.0 0.0
H 3.3243 -1.2742 0.2978 0.0 0.0 0.0
C -1.3348 0.1382 -5.8419 0.0 0.1 0.1
C -2.7790 0.3802 -5.4445 0.0 0.0 0.0
C -3.4473 -0.8660 -4.8922 0.0 0.0 0.1
O -2.9445 1.4807 -4.5182 -0.1 -0.2 0.0
P -2.0105 1.9676 -3.3157 0.5 0.6 0.1
S -0.4264 2.9737 -3.8580 -0.1 0.0 -0.1
S -1.6029 0.3662 -2.1834 -0.6 -1.0 0.1
O -3.0043 2.9842 -2.5937 0.0 0.0 0.2
C -4.3813 2.8386 -2.1627 0.0 -0.1 -0.1
C -4.6825 1.5119 -1.4923 0.1 0.0 0.0
C -5.3118 3.1205 -3.3285 0.0 0.0 0.0
H -1.3021 -0.6508 -6.5960 0.0 0.0 0.0
H -0.7532 -0.1788 -4.9749 0.0 0.0 0.0
H -0.8822 1.0424 -6.2456 0.0 0.0 0.0
H -3.3348 0.7182 -6.3209 0.0 0.0 0.0
H -2.9481 -1.1890 -3.9796 0.0 0.0 0.0
H -3.3954 -1.6689 -5.6305 0.0 0.0 0.0
H -4.4960 -0.6696 -4.6640 0.0 0.0 0.0
H -4.4844 3.6379 -1.4266 0.0 0.0 0.0
H -4.6121 0.6876 -2.2030 0.0 0.0 0.0
H -5.6959 1.5426 -1.0863 0.0 0.0 0.0
H -3.9880 1.3151 -0.6761 0.0 0.0 0.0
H -5.2151 2.3447 -4.0865 0.0 0.0 0.0
H -5.0720 4.0818 -3.7831 0.0 0.0 0.0
H -6.3439 3.1474 -2.9733 0.0 0.0 0.0
Br 1.2882 -5.4073 -1.2403 0.0 0.0 0.0
C 1.2367 -3.6458 -1.9131 0.0 -0.1 0.1
C 1.6241 -3.3712 -3.2109 0.0 0.1 0.0
C 1.5706 -2.0523 -3.6261 0.0 0.0 0.0
C 1.1271 -1.0789 -2.7476 0.0 0.1 0.0
N 0.7588 -1.3520 -1.4899 0.1 -0.3 -0.3
C 0.8156 -2.6240 -1.0839 0.0 0.0 0.0
H 1.9522 -4.1597 -3.8740 0.0 0.0 0.0
H 1.8624 -1.7736 -4.6289 0.0 0.0 0.0
H 1.0306 -0.0473 -3.0620 -0.1 0.0 0.0
H 0.4891 -2.8256 -0.0724 -0.1 0.0 0.0
```
Forces are in eV/Å.

Calculated values
HOMO-LUMO gap ... 6.8 eV
Strongest force on any atom ... 1.1 eV/Å
Relative energy (zero: lowest compared OMol25 entry of this formula, charge and spin) ... 11.8 kcal/mol
HOMO energy ... -0.26560 hartree

The net atomic charges from Mulliken, expressed in e, are:
1 Fe -0.56
2 O -0.71
3 C 0.52
4 C -0.68
5 C -0.34
6 C -0.99
7 C -0.51
8 C 0.10
9 C 0.69
10 O -0.35
11 N -1.66
12 N 1.97
13 C -0.87
14 C 0.80
15 C -1.00
16 C -0.63
17 C -1.50
18 C -0.36
19 N 1.02
20 H 0.60
21 H 0.44
22 H 0.37
23 H 0.42
24 H 0.44
25 H 0.48
26 H 0.53
27 H 0.41
28 H 0.47
29 H 0.52
30 C -0.90
31 N 0.12
32 C -0.88
33 N 0.14
34 C -0.94
35 N 0.13
36 C -1.36
37 P 2.27
38 C -1.50
39 C -1.61
40 H 0.41
41 H 0.32
42 H 0.29
43 H 0.40
44 H 0.32
45 H 0.40
46 H 0.39
47 H 0.41
48 H 0.30
49 H 0.49
50 H 0.59
51 H 0.31
52 C -1.22
53 C 0.48
54 C -1.11
55 O -0.30
56 P 0.65
57 S -0.52
58 S -0.22
59 O -0.36
60 C 0.52
61 C -0.63
62 C -1.38
63 H 0.53
64 H 0.08
65 H 0.34
66 H 0.32
67 H 0.15
68 H 0.48
69 H 0.26
70 H 0.33
71 H 0.12
72 H 0.54
73 H -0.17
74 H 0.16
75 H 0.34
76 H 0.46
77 Br -0.18
78 C -0.60
79 C -0.13
80 C -1.47
81 C -0.05
82 N 0.94
83 C -0.07
84 H 0.45
85 H 0.51
86 H 0.62
87 H 0.41